Entry 1:
Molecular formula: C8H12NS
Method: DFT, ωB97M-V/def2-TZVPD

Last column: natural (NBO) charge in e.
Positions of all 22 atoms, in Å:
H1 2.569 2.336 -0.045  0.2745
H2 -1.845 -1.641 -1.186  0.2150
C1 3.125 1.452 -0.185  -0.7257
H3 3.703 1.203 -1.082  0.2816
H4 3.144 -1.458 0.691  0.3181
H5 -4.051 0.059 0.313  0.2219
C2 2.534 -1.000 -0.247  -0.6524
C3 -1.319 -0.396 0.630  -0.3244
H6 -3.548 0.281 -1.353  0.2313
C4 -2.343 -1.211 -0.224  -0.3810
H7 -2.200 1.647 1.171  0.2345
C5 -2.108 0.949 0.261  -0.3721
S1 0.992 -1.989 -0.184  0.4678
C6 -3.260 0.082 -0.304  -0.3880
C7 2.125 0.460 0.029  0.4811
C8 0.163 -0.544 0.393  0.2984
H8 2.939 -1.255 -1.255  0.2935
H9 -2.702 -2.081 0.297  0.2268
H10 -1.353 -0.563 1.647  0.2599
N1 0.888 0.570 0.422  -0.4950
H11 4.028 1.522 0.567  0.3098
H12 -1.481 1.577 -0.356  0.2245

Its total energy is -20806.6158 eV. The charge is +1. For the HOMO energy, the calculation gives -14.42 eV. For the HOMO-LUMO gap, the calculation gives 0.320 Eh. For the energy relative to the best compared isomer or geometry (same formula, charge and spin), the calculation gives 217.8 kJ/mol. The value obtained for the largest force on an atom is 4.9 eV Å⁻¹. The spin multiplicity is 1.

Entry 2:
Molecular formula: C20H28N4O2S
Method: DFT, ωB97M-V/def2-TZVPD

Last column: natural (NBO) charge in e.
Positions of all 55 atoms, in Å:
H1 3.797 0.029 -1.767  0.1966
H2 1.732 2.240 1.003  0.2310
H3 -1.907 -2.305 2.703  0.2177
H4 4.724 -5.544 -2.834  0.2136
O1 0.161 0.512 -0.172  -0.6439
C1 3.561 -0.473 -0.830  -0.6189
H5 3.528 -2.464 -0.014  0.2134
H6 3.274 -2.122 -3.034  0.2075
N1 0.898 -2.847 -0.850  -0.2755
C2 3.808 -1.973 -0.947  -0.3829
C3 3.234 -4.120 -2.213  -0.3778
N2 -1.797 0.694 0.936  -0.6029
H7 0.467 6.265 1.706  0.2097
H8 -2.389 3.297 0.627  0.2075
C4 -2.257 -0.631 0.563  -0.1755
C5 1.247 4.298 1.393  -0.1998
C6 -3.326 -1.176 1.523  -0.1900
H9 -1.848 6.845 0.788  0.2189
H10 2.268 4.590 1.593  0.2156
H11 4.876 -3.967 -3.610  0.1990
H12 -5.306 -0.727 2.239  0.2169
H13 4.189 -0.051 -0.049  0.2093
H14 -3.416 -1.936 3.542  0.2110
H15 -3.069 5.566 0.745  0.2159
H16 -2.205 -0.673 3.302  0.2056
N3 -1.938 -1.051 -1.850  -0.6344
C7 2.999 -2.606 -2.090  -0.2774
C8 -1.083 4.886 1.185  0.0899
C9 0.235 5.239 1.456  -0.2323
C10 -2.748 -0.516 -0.879  0.7018
C11 -2.171 5.914 1.249  -0.6499
C12 -0.631 1.189 0.465  0.6771
C13 4.643 -4.471 -2.674  -0.6057
O2 -3.744 0.089 -1.209  -0.6018
C14 -0.360 2.610 0.822  -0.1290
H17 -4.195 0.625 2.378  0.1877
H18 -4.852 0.173 0.792  0.2450
C15 -4.489 -0.209 1.742  -0.6331
N4 -0.367 -2.463 -0.780  -0.3068
H19 3.027 -4.583 -1.248  0.2153
H20 5.384 -4.184 -1.933  0.2033
H21 4.870 -2.149 -1.128  0.2014
H22 -1.391 -1.299 0.587  0.2725
C16 0.956 2.987 1.069  -0.1737
H23 -3.718 -2.087 1.058  0.2127
C17 -0.710 -1.645 -1.714  0.2440
C18 -1.370 3.565 0.872  -0.2413
H24 -2.201 -0.786 -2.794  0.4171
H25 2.517 -4.522 -2.933  0.2029
H26 -2.423 6.127 2.288  0.2211
C19 -2.671 -1.547 2.852  -0.6091
H27 2.523 -0.264 -0.582  0.2331
H28 -2.474 1.316 1.347  0.4075
S1 0.584 -1.307 -2.855  0.3410
C20 1.555 -2.358 -1.835  0.0988

Its total energy is -42086.2565 eV. Its structure (SMILES) is CCC(CC)c1nnc(NC(=O)[C@@H](NC(=O)c2cccc(C)c2)C(C)C)s1. For the HOMO energy, the calculation gives -8.91 eV. For the HOMO-LUMO gap, the calculation gives 0.349 Eh. For the energy relative to the best compared isomer or geometry (same formula, charge and spin), the calculation gives 85.2 kJ/mol. The value obtained for the largest force on an atom is 1.7 eV Å⁻¹. The spin multiplicity is 1.

Entry 3:
Molecular formula: C4H7NO
Method: DFT, ωB97M-V/def2-TZVPD

Last column: natural (NBO) charge in e.
Positions of all 13 atoms, in Å:
C1 -0.906 1.236 1.294  -0.4236
H1 -1.215 0.528 2.059  0.2039
O1 2.339 -1.557 -0.377  -0.5226
C2 -0.071 0.907 0.321  -0.0109
H2 0.202 1.573 -0.490  0.2235
H3 -1.358 2.220 1.305  0.2225
H4 0.414 -0.987 0.977  0.4197
C3 1.621 -0.625 -0.601  0.5774
H5 -1.674 -0.527 -0.894  0.1402
N1 0.380 -0.436 0.113  -0.5561
H6 1.789 0.145 -1.361  0.1527
H7 -0.727 -1.966 -1.175  0.1374
C4 -0.713 -0.873 -1.333  -0.5642

Its total energy is -7794.5642 eV. For the HOMO energy, the calculation gives -8.27 eV. For the HOMO-LUMO gap, the calculation gives 0.335 Eh. For the energy relative to the best compared isomer or geometry (same formula, charge and spin), the calculation gives 490.2 kJ/mol. The value obtained for the largest force on an atom is 0.8 eV Å⁻¹. The spin multiplicity is 1.

Entry 4:
Molecular formula: C2H2N4
Method: DFT, ωB97M-V/def2-TZVPD

Last column: natural (NBO) charge in e.
Positions of all 8 atoms, in Å:
N1 -2.948 -0.028 0.023  -0.5539
C1 -1.726 0.027 -0.003  0.2341
N2 2.793 0.122 0.124  -0.3084
H1 3.593 -0.511 0.074  0.3563
N3 1.739 -0.340 -0.180  0.0489
H2 -3.429 -0.919 -0.040  0.3730
N4 0.565 1.001 -0.004  -0.2605
C2 -0.587 0.649 0.006  0.1107

Its total energy is -8061.2444 eV. For the HOMO energy, the calculation gives -7.79 eV. For the HOMO-LUMO gap, the calculation gives 0.273 Eh. For the energy relative to the best compared isomer or geometry (same formula, charge and spin), the calculation gives 471.6 kJ/mol. The value obtained for the largest force on an atom is 2.3 eV Å⁻¹. The spin multiplicity is 1.